w.
{"formula": "C4H10O3", "method": "the ωB97M-V functional and the def2-TZVPD basis", "gap_ev": 9.44, "e_lumo_ha": 0.01994, "smiles": "C=CC(=C)O.O.O", "species": ["C", "C", "C", "C", "O", "H", "H", "H", "H", "H", "H", "O", "H", "H", "O", "H", "H"], "positions_angstrom": [[0.925, -0.478, -1.970], [0.443, -0.110, -0.797], [0.823, -0.889, 0.368], [1.772, -0.586, 1.216], [0.177, -2.150, 0.330], [1.531, -1.355, -2.038], [0.686, 0.140, -2.848], [-0.009, 0.930, -0.511], [2.282, -1.214, 2.003], [2.374, 0.345, 1.201], [0.468, -2.777, 1.029], [-1.783, 1.528, 1.558], [-2.185, 0.800, 2.184], [-0.906, 1.350, 1.674], [-1.441, 1.988, -1.084], [-1.885, 1.798, -0.258], [-1.760, 1.445, -1.768]], "mulliken_charge": [-0.76, -0.07, 0.55, -0.82, -0.52, 0.29, 0.26, 0.24, 0.23, 0.27, 0.34, -0.70, 0.36, 0.31, -0.70, 0.41, 0.32]}

x.
{"formula": "C4H10O3", "method": "the ωB97M-V functional and the def2-TZVPD basis", "gap_ev": 11.10, "e_lumo_ha": 0.03798, "smiles": "COCOCOC", "species": ["C", "O", "C", "O", "C", "O", "C", "H", "H", "H", "H", "H", "H", "H", "H", "H", "H"], "positions_angstrom": [[-2.856, -0.004, -0.580], [-1.985, 0.782, 0.306], [-1.038, -0.091, 0.676], [-0.077, -0.323, -0.280], [1.104, -0.871, 0.238], [2.268, -0.410, -0.408], [2.671, 0.932, -0.078], [-3.820, 0.525, -0.720], [-2.428, -0.165, -1.555], [-3.152, -0.999, -0.103], [-1.472, -1.038, 0.975], [-0.541, 0.421, 1.541], [1.130, -0.598, 1.316], [0.965, -1.964, 0.131], [1.966, 1.679, -0.541], [3.625, 1.023, -0.528], [2.788, 0.927, 1.005]], "mulliken_charge": [-0.63, -0.38, -0.26, -0.31, -0.36, -0.35, -0.58, 0.27, 0.26, 0.27, 0.37, 0.32, 0.34, 0.29, 0.22, 0.23, 0.30]}

Winner for stability: x

w.
{"formula": "C4H10O3", "method": "the ωB97M-V functional and the def2-TZVPD basis", "gap_ev": 8.94, "e_lumo_ha": 0.01903, "species": ["C", "C", "O", "H", "H", "H", "H", "H", "H", "C", "C", "O", "O", "H", "H", "H", "H"], "positions_angstrom": [[-1.118, -0.151, -0.312], [-1.604, -1.149, 0.710], [-1.436, 1.166, 0.015], [-1.333, 1.723, -0.767], [-1.530, -0.383, -1.300], [0.201, -0.280, 0.197], [-0.899, -1.982, 0.713], [-1.613, -0.737, 1.720], [-2.593, -1.535, 0.460], [1.711, 0.362, 0.879], [1.088, -0.016, -0.794], [0.963, 1.238, -1.348], [1.674, -0.936, -1.337], [0.861, 1.348, -2.304], [2.747, 0.534, 0.609], [1.577, -0.480, 1.554], [1.305, 1.277, 1.306]], "mulliken_charge": [0.24, -1.33, -0.52, 0.34, 0.36, -0.13, 0.35, 0.35, 0.34, -1.30, 0.92, -0.50, -0.62, 0.33, 0.46, 0.37, 0.32]}

x.
{"formula": "C4H10O3", "method": "the ωB97M-V functional and the def2-TZVPD basis", "gap_ev": 4.85, "e_lumo_ha": -0.14984, "species": ["O", "C", "O", "C", "C", "C", "H", "H", "H", "H", "H", "H", "H", "H", "H", "H", "O"], "positions_angstrom": [[-1.753, 0.873, 0.612], [-0.622, 1.395, 0.594], [0.253, 1.114, 1.554], [0.087, 1.123, -0.888], [0.570, -0.297, -1.021], [-0.503, -1.337, -0.751], [-0.648, 2.514, 0.629], [-0.717, 1.357, -1.586], [0.898, 1.829, -1.011], [1.382, -0.455, -0.298], [1.003, -0.414, -2.024], [-0.775, -1.253, 0.313], [-1.391, -1.212, -1.357], [-0.078, -2.322, -0.905], [0.305, 0.112, 1.738], [1.174, -1.686, 2.612], [0.814, -1.340, 1.786]], "mulliken_charge": [-0.40, 0.09, -0.40, -0.39, -0.45, -1.09, 0.38, 0.33, 0.37, 0.34, 0.36, 0.30, 0.35, 0.34, 0.47, 0.18, -0.77]}

Winner for stability: w

w.
{"formula": "C39H91N13O13", "method": "the ωB97M-V functional and the def2-TZVPD basis", "gap_ev": 8.76, "e_lumo_ha": -0.00395, "species": ["C", "O", "N", "C", "C", "H", "H", "H", "H", "H", "H", "H", "C", "O", "N", "C", "C", "H", "H", "H", "H", "H", "H", "H", "C", "O", "N", "C", "C", "H", "H", "H", "H", "H", "H", "H", "C", "O", "N", "C", "C", "H", "H", "H", "H", "H", "H", "H", "C", "O", "N", "C", "C", "H", "H", "H", "H", "H", "H", "H", "C", "O", "N", "C", "C", "H", "H", "H", "H", "H", "H", "H", "C", "O", "N", "C", "C", "H", "H", "H", "H", "H", "H", "H", "C", "O", "N", "C", "C", "H", "H", "H", "H", "H", "H", "H", "C", "O", "N", "C", "C", "H", "H", "H", "H", "H", "H", "H", "C", "O", "N", "C", "C", "H", "H", "H", "H", "H", "H", "H", "C", "O", "N", "C", "C", "H", "H", "H", "H", "H", "H", "H", "C", "O", "N", "C", "C", "H", "H", "H", "H", "H", "H", "H", "C", "O", "N", "C", "C", "H", "H", "H", "H", "H", "H", "H"], "positions_angstrom": [[3.011, -8.126, -3.471], [2.917, -9.064, -4.336], [2.124, -7.696, -2.587], [2.187, -6.404, -1.890], [0.841, -8.443, -2.468], [3.965, -7.578, -3.448], [3.093, -5.798, -1.871], [1.923, -6.554, -0.843], [1.494, -5.687, -2.331], [0.604, -8.460, -1.404], [-0.080, -7.985, -2.828], [0.787, -9.418, -2.953], [4.834, -1.297, -6.747], [3.792, -1.354, -6.178], [5.429, -2.190, -7.485], [6.801, -2.231, -7.933], [4.732, -3.484, -7.727], [5.551, -0.501, -6.493], [6.942, -2.420, -8.998], [7.481, -2.833, -7.330], [7.175, -1.217, -7.792], [4.524, -3.572, -8.793], [5.316, -4.386, -7.545], [3.875, -3.710, -7.092], [-4.461, -2.815, 8.342], [-3.664, -1.849, 8.417], [-5.216, -3.141, 7.299], [-6.504, -3.863, 7.630], [-5.084, -2.535, 5.991], [-4.772, -3.410, 9.214], [-7.231, -3.306, 8.220], [-6.372, -4.791, 8.185], [-7.044, -4.148, 6.727], [-5.082, -3.168, 5.104], [-5.784, -1.718, 5.817], [-4.119, -2.038, 6.093], [-2.146, 1.209, -9.228], [-3.116, 1.876, -8.908], [-1.550, 1.059, -10.460], [-0.248, 0.402, -10.402], [-2.236, 1.601, -11.624], [-1.514, 0.793, -8.429], [-0.236, -0.292, -9.562], [0.521, 1.085, -10.042], [-0.043, -0.106, -11.345], [-3.115, 1.090, -12.017], [-2.549, 2.618, -11.386], [-1.460, 1.440, -12.372], [0.132, -7.328, 4.293], [-0.075, -8.429, 4.684], [-0.810, -6.565, 3.770], [-0.492, -5.119, 3.613], [-2.246, -6.978, 3.607], [1.135, -6.876, 4.338], [-1.067, -4.523, 2.904], [0.534, -4.894, 3.322], [-0.578, -4.654, 4.595], [-2.439, -8.005, 3.298], [-2.731, -7.080, 4.578], [-2.773, -6.280, 2.956], [-5.345, 5.600, -0.343], [-4.487, 6.340, -0.758], [-6.546, 5.368, -0.975], [-7.436, 4.345, -0.486], [-6.942, 6.130, -2.172], [-5.195, 4.937, 0.522], [-7.342, 3.954, 0.527], [-7.659, 3.556, -1.204], [-8.366, 4.880, -0.292], [-7.272, 5.474, -2.978], [-7.885, 6.622, -1.933], [-6.228, 6.867, -2.540], [9.155, 1.745, 0.026], [10.323, 1.600, 0.268], [8.604, 1.641, -1.166], [7.115, 1.389, -1.351], [9.446, 1.190, -2.224], [8.428, 1.909, 0.837], [6.643, 1.894, -0.509], [6.655, 0.401, -1.338], [6.755, 2.010, -2.171], [9.280, 0.114, -2.170], [9.310, 1.649, -3.203], [10.523, 1.224, -2.057], [-2.966, 4.619, 7.713], [-4.039, 5.231, 7.465], [-2.725, 3.912, 8.875], [-3.678, 3.765, 10.007], [-1.394, 3.519, 9.282], [-2.141, 4.425, 7.011], [-3.373, 3.909, 11.043], [-3.913, 2.717, 9.817], [-4.701, 4.127, 9.909], [-1.229, 2.442, 9.305], [-0.556, 3.765, 8.629], [-1.098, 3.990, 10.219], [-9.131, -3.352, 0.395], [-8.591, -2.522, 1.155], [-9.418, -4.639, 0.646], [-10.445, -5.339, -0.209], [-9.048, -5.461, 1.823], [-9.464, -3.263, -0.650], [-10.415, -4.991, -1.242], [-11.464, -5.162, 0.134], [-10.213, -6.403, -0.255], [-9.930, -5.903, 2.287], [-8.496, -6.293, 1.388], [-8.377, -5.053, 2.579], [3.529, 6.964, 4.158], [3.805, 5.955, 4.788], [3.266, 7.070, 2.888], [3.393, 8.385, 2.257], [3.335, 5.905, 1.953], [3.445, 7.860, 4.793], [4.428, 8.507, 1.935], [3.172, 9.124, 3.028], [2.806, 8.472, 1.343], [3.236, 4.956, 2.480], [2.497, 6.052, 1.271], [4.272, 5.913, 1.397], [-0.726, 0.733, 1.000], [-1.350, 1.118, 1.994], [-1.162, 0.059, -0.027], [-0.268, -0.146, -1.156], [-2.521, -0.346, -0.050], [0.374, 0.758, 0.974], [0.481, 0.620, -1.355], [-0.809, -0.239, -2.097], [0.234, -1.112, -1.097], [-3.093, -0.085, -0.941], [-2.365, -1.417, -0.179], [-3.114, -0.166, 0.846], [3.200, 7.705, -6.872], [4.292, 8.009, -6.409], [2.311, 6.821, -6.217], [0.898, 6.398, -6.691], [2.800, 6.049, -5.076], [2.692, 8.304, -7.643], [0.532, 6.988, -7.532], [0.271, 6.584, -5.819], [1.051, 5.363, -6.999], [2.304, 6.277, -4.132], [2.660, 4.982, -5.246], [3.840, 6.319, -4.891], [5.343, -0.174, 4.782], [5.096, -0.301, 3.511], [6.188, -0.965, 5.487], [6.437, -0.721, 6.925], [7.063, -2.032, 4.828], [4.856, 0.528, 5.476], [6.143, 0.262, 7.294], [7.525, -0.746, 6.984], [5.986, -1.389, 7.658], [8.108, -1.733, 4.911], [7.043, -2.971, 5.382], [6.884, -2.231, 3.771]], "mulliken_charge": [0.13, -0.63, 0.11, -0.89, -0.92, 0.31, 0.30, 0.29, 0.35, 0.31, 0.34, 0.29, 0.22, -0.59, 0.08, -0.92, -0.99, 0.23, 0.31, 0.34, 0.33, 0.31, 0.35, 0.32, 0.08, -0.61, 0.11, -0.92, -0.95, 0.33, 0.34, 0.34, 0.29, 0.27, 0.35, 0.37, 0.01, -0.56, 0.09, -0.92, -0.79, 0.28, 0.33, 0.33, 0.35, 0.26, 0.28, 0.33, 0.06, -0.57, 0.09, -0.96, -0.82, 0.30, 0.29, 0.32, 0.38, 0.32, 0.31, 0.29, 0.16, -0.58, 0.10, -1.00, -0.89, 0.30, 0.35, 0.31, 0.34, 0.32, 0.32, 0.28, 0.18, -0.58, 0.03, -0.94, -0.98, 0.31, 0.34, 0.32, 0.34, 0.37, 0.28, 0.32, 0.18, -0.61, 0.09, -0.95, -0.96, 0.30, 0.29, 0.37, 0.32, 0.30, 0.36, 0.32, 0.23, -0.63, 0.03, -0.93, -0.90, 0.25, 0.35, 0.32, 0.31, 0.33, 0.34, 0.30, 0.14, -0.59, 0.06, -0.79, -0.88, 0.27, 0.34, 0.28, 0.24, 0.31, 0.31, 0.32, 0.09, -0.62, 0.15, -1.01, -0.96, 0.31, 0.37, 0.34, 0.34, 0.30, 0.38, 0.30, 0.14, -0.56, 0.06, -0.81, -0.90, 0.30, 0.28, 0.29, 0.30, 0.30, 0.28, 0.31, 0.19, -0.67, 0.10, -0.91, -0.90, 0.29, 0.36, 0.30, 0.27, 0.34, 0.33, 0.28]}

x.
{"formula": "C39H91N13O13", "method": "the ωB97M-V functional and the def2-TZVPD basis", "gap_ev": 7.53, "e_lumo_ha": -0.00829, "species": ["C", "C", "O", "N", "C", "H", "H", "H", "H", "H", "H", "H", "C", "C", "O", "N", "C", "H", "H", "H", "H", "H", "H", "H", "C", "C", "O", "N", "C", "H", "H", "H", "H", "H", "H", "H", "C", "C", "O", "N", "C", "H", "H", "H", "H", "H", "H", "H", "C", "C", "O", "N", "C", "H", "H", "H", "H", "H", "H", "H", "C", "C", "O", "N", "C", "H", "H", "H", "H", "H", "H", "H", "C", "C", "O", "N", "C", "H", "H", "H", "H", "H", "H", "H", "C", "C", "O", "N", "C", "H", "H", "H", "H", "H", "H", "H", "C", "C", "O", "N", "C", "H", "H", "H", "H", "H", "H", "H", "C", "C", "O", "N", "C", "H", "H", "H", "H", "H", "H", "H", "C", "C", "O", "N", "C", "H", "H", "H", "H", "H", "H", "H", "C", "C", "O", "N", "C", "H", "H", "H", "H", "H", "H", "H", "C", "C", "O", "N", "C", "H", "H", "H", "H", "H", "H", "H"], "positions_angstrom": [[-1.542, -1.372, 2.662], [-0.307, -2.026, 3.091], [0.085, -2.980, 2.440], [0.315, -1.600, 4.220], [-0.447, -1.261, 5.486], [-2.134, -0.867, 3.425], [-2.302, -1.968, 2.157], [-1.286, -0.740, 1.812], [1.186, -2.060, 4.445], [-1.281, -1.891, 5.795], [-0.711, -0.209, 5.385], [0.243, -1.289, 6.329], [-0.818, -2.028, -1.813], [-1.828, -3.144, -2.118], [-1.760, -3.744, -3.181], [-2.703, -3.378, -1.179], [-3.729, -4.412, -1.427], [-0.840, -1.293, -2.617], [0.170, -2.485, -1.874], [-0.928, -1.499, -0.866], [-2.635, -3.032, -0.232], [-4.645, -3.849, -1.245], [-3.729, -5.139, -0.615], [-3.728, -4.802, -2.445], [-1.143, 1.686, 3.565], [-2.311, 1.681, 2.608], [-3.277, 2.371, 2.833], [-2.124, 0.968, 1.523], [-3.100, 0.421, 0.700], [-0.585, 0.774, 3.354], [-1.456, 1.694, 4.610], [-0.528, 2.554, 3.329], [-1.208, 0.544, 1.476], [-4.010, 0.133, 1.226], [-2.553, -0.463, 0.372], [-3.382, 1.058, -0.139], [-0.343, -1.809, -5.618], [-0.781, -0.345, -5.431], [-0.314, 0.521, -6.181], [-1.704, -0.136, -4.480], [-2.196, 1.214, -4.107], [0.712, -1.983, -5.830], [-0.696, -2.243, -6.553], [-0.632, -2.488, -4.816], [-2.217, -0.963, -4.211], [-3.242, 1.444, -4.310], [-1.642, 1.930, -4.713], [-2.149, 1.273, -3.019], [-5.427, 1.701, -1.677], [-4.195, 0.882, -1.747], [-3.026, 1.296, -1.691], [-4.497, -0.408, -1.590], [-3.477, -1.415, -1.454], [-5.359, 2.390, -0.835], [-6.389, 1.188, -1.696], [-5.538, 2.289, -2.588], [-5.294, -0.632, -1.012], [-2.762, -1.189, -0.663], [-2.882, -1.398, -2.368], [-3.948, -2.396, -1.391], [-1.539, 4.630, 2.636], [-1.833, 4.660, 1.073], [-1.143, 5.353, 0.309], [-2.678, 3.734, 0.577], [-2.916, 3.346, -0.851], [-1.139, 5.509, 3.141], [-0.693, 3.961, 2.792], [-2.253, 4.175, 3.323], [-2.867, 3.008, 1.253], [-3.534, 2.452, -0.930], [-2.077, 2.997, -1.453], [-3.313, 4.150, -1.470], [4.202, -4.747, -2.320], [3.304, -4.011, -1.314], [3.728, -3.087, -0.678], [2.066, -4.548, -1.178], [1.036, -3.980, -0.298], [3.721, -5.685, -2.597], [5.148, -4.954, -1.819], [4.542, -4.207, -3.204], [1.959, -5.514, -1.451], [1.129, -4.510, 0.650], [0.025, -4.078, -0.693], [1.153, -2.922, -0.061], [0.715, -1.645, 0.586], [0.290, -0.178, 0.461], [-0.024, 0.420, 1.446], [0.033, 0.160, -0.819], [-0.769, 1.318, -1.068], [-0.196, -2.205, 0.796], [1.494, -1.851, 1.320], [1.054, -2.003, -0.386], [0.356, -0.395, -1.598], [-1.465, 1.604, -0.279], [-1.427, 0.980, -1.868], [-0.213, 2.213, -1.348], [0.509, 3.686, -1.534], [-0.296, 4.641, -2.381], [-0.289, 4.577, -3.596], [-1.069, 5.575, -1.771], [-2.236, 6.309, -2.302], [-0.134, 2.881, -1.178], [0.940, 4.095, -0.620], [1.306, 3.344, -2.194], [-0.909, 5.636, -0.775], [-3.049, 6.288, -1.576], [-2.774, 5.853, -3.134], [-1.953, 7.284, -2.701], [2.935, -1.852, -2.525], [1.584, -1.090, -2.636], [0.784, -1.185, -1.804], [1.216, -0.358, -3.726], [2.118, -0.051, -4.815], [3.755, -1.135, -2.505], [3.004, -2.531, -3.374], [2.868, -2.456, -1.620], [0.239, -0.105, -3.774], [1.678, 0.840, -5.261], [2.257, -0.728, -5.658], [3.139, 0.174, -4.505], [4.705, -0.807, 5.228], [4.159, -0.763, 3.754], [4.800, -1.143, 2.827], [3.125, 0.055, 3.639], [2.331, 0.217, 2.482], [3.954, -1.202, 5.913], [4.764, 0.260, 5.441], [5.648, -1.348, 5.308], [2.770, 0.390, 4.523], [1.347, -0.245, 2.549], [2.738, -0.298, 1.612], [2.113, 1.253, 2.221], [5.759, -3.810, 3.626], [4.471, -4.211, 2.860], [3.968, -5.300, 2.956], [3.849, -3.151, 2.236], [2.521, -3.192, 1.695], [5.647, -2.818, 4.064], [6.713, -3.786, 3.100], [5.761, -4.285, 4.607], [4.184, -2.244, 2.527], [2.578, -2.735, 0.707], [1.804, -2.755, 2.389], [2.280, -4.243, 1.532], [1.512, 5.733, 2.099], [1.737, 4.234, 2.289], [2.371, 3.701, 3.194], [1.011, 3.643, 1.370], [1.060, 2.159, 1.158], [2.218, 6.085, 1.347], [1.846, 6.104, 3.068], [0.544, 6.099, 1.757], [0.225, 4.186, 1.043], [0.221, 1.875, 0.524], [0.894, 1.506, 2.015], [1.903, 1.915, 0.512]], "mulliken_charge": [-0.85, -1.10, -0.51, 0.18, -0.98, 0.62, 0.61, 1.21, 0.43, 0.27, 0.34, 0.37, 1.22, -0.47, -0.78, 0.02, -1.00, -0.45, -0.21, 0.78, 0.19, 0.30, 0.33, 0.36, -0.16, -0.26, -0.69, 0.85, 0.26, -0.47, 0.47, -0.45, -1.11, 0.82, -0.07, -0.01, -0.58, 1.03, -0.68, -0.26, -0.64, 0.17, 0.37, 0.02, 0.24, 0.39, 0.44, 0.61, -1.58, 0.60, -1.52, -0.06, 0.35, 0.25, 0.44, 0.37, 0.39, -0.25, -0.50, -0.04, -0.85, 0.31, -0.72, 0.11, 0.03, 0.52, 0.30, 0.47, 0.52, -0.43, -0.34, 0.34, -1.33, 0.31, -0.56, 0.19, -1.30, 0.32, 0.37, 0.32, 0.37, 1.32, 0.23, -0.44, 0.63, -0.54, -0.49, 0.94, -1.29, 0.15, -0.33, -0.06, 0.74, 0.35, -0.48, 0.10, -0.73, 0.07, -0.72, -0.21, -1.17, -0.25, 0.24, 0.85, 0.64, 0.35, 0.35, 0.35, -0.79, 0.80, -0.61, 0.32, -1.37, 0.46, 0.39, -0.12, -0.45, 0.53, 0.31, 0.42, -1.78, 0.83, -0.52, 0.12, -0.06, 0.32, 0.47, 0.51, 0.38, 0.28, 0.22, -0.15, -0.70, 0.47, -0.67, -0.13, -0.53, -0.23, 0.26, 0.37, 0.45, -0.64, 0.56, 1.11, -1.44, 0.75, -0.69, 0.21, -0.61, 0.32, 0.40, 0.29, 0.04, 0.41, -0.22, 0.56]}

Winner for stability: w